Entry 1:
2 unconnected molecules or ions with the total composition CF2N2 in a non-equilibrium geometry. Source: the OMol25 dataset; level of theory: the ωB97M-V functional and the def2-TZVPD basis.

Positions of all 5 atoms, in Å:
1 C 0.124 0.378 0.045
2 N 0.476 -0.779 -0.500
3 N 1.279 -0.105 0.503
4 F -0.502 1.500 0.017
5 F -2.162 -0.775 -0.089

⟨S²⟩: 2.0240
Net charge: 0
Energy above the lowest of the compared OMol25 structures with the same formula, charge and spin, kcal per mole: 79.7
Frontier orbital gap (spin up / spin down), eV: 9.580 / 7.221
HOMO level (spin up / spin down), hartree: -0.3384 / -0.4367
Multiplicity: 3
LUMO level (spin up / spin down), eV: 0.4 / -4.7

***

Entry 2:
A molecular structure, C24H21BClCsN10O6. Source: the OMol25 dataset; level of theory: the ωB97M-V functional and the def2-TZVPD basis.

Positions of all 64 atoms, in Å:
1 Cs 1.262 0.447 1.513
2 C 4.627 1.003 -2.472
3 C 4.091 1.358 -1.222
4 N 3.367 0.376 -0.714
5 N 3.418 -0.631 -1.608
6 C 4.170 -0.277 -2.676
7 B 2.562 -1.911 -1.546
8 N 1.127 -1.634 -2.059
9 C 0.418 -2.120 -3.100
10 C -0.832 -1.542 -3.065
11 C -0.791 -0.697 -1.945
12 N 0.385 -0.763 -1.341
13 N 2.429 -2.509 -0.119
14 C 1.746 -3.651 0.118
15 C 1.829 -3.930 1.461
16 C 2.592 -2.868 1.976
17 N 2.946 -2.017 1.023
18 N 3.265 -3.003 -2.396
19 C 4.223 -3.837 -1.933
20 C 4.760 -4.510 -3.005
21 C 4.038 -4.021 -4.107
22 N 3.168 -3.092 -3.741
23 H 5.258 1.586 -3.121
24 H 4.216 2.275 -0.666
25 H 4.311 -0.952 -3.504
26 H 0.865 -2.808 -3.794
27 H -1.643 -1.698 -3.756
28 H -1.546 -0.030 -1.559
29 H 1.259 -4.179 -0.686
30 H 1.396 -4.763 1.988
31 H 2.884 -2.674 2.998
32 H 4.458 -3.881 -0.882
33 H 5.539 -5.252 -2.990
34 H 4.127 -4.288 -5.148
35 O -0.257 5.512 3.964
36 C -0.410 4.324 4.054
37 C -1.721 3.583 4.285
38 O -2.811 4.103 4.441
39 C -1.376 2.187 4.306
40 C 0.001 1.924 4.158
41 O 0.623 0.846 4.148
42 C 0.658 3.251 3.895
43 O 1.809 3.406 3.566
44 O -2.379 1.286 4.492
45 C -7.143 2.518 -0.675
46 C -5.685 2.212 -0.482
47 C -5.218 0.910 -0.371
48 C -3.860 0.685 -0.197
49 N -2.954 1.656 -0.135
50 C -3.404 2.906 -0.236
51 C -4.740 3.229 -0.407
52 H -7.746 1.612 -0.636
53 H -7.311 2.999 -1.640
54 H -7.499 3.202 0.097
55 H -5.903 0.072 -0.413
56 H -3.485 -0.328 -0.102
57 H -2.657 3.688 -0.169
58 H -5.039 4.268 -0.472
59 Cl -1.994 -0.558 2.614
60 C -2.098 -0.063 4.355
61 H -1.145 -0.346 4.786
62 H -2.941 -0.606 4.766
63 O 0.786 3.709 0.311
64 N -0.024 4.306 -0.226

⟨S²⟩: 0.7527
Net charge: -1
Energy above the lowest of the compared OMol25 structures with the same formula, charge and spin, kcal per mole: 13.8
Frontier orbital gap (spin up / spin down), eV: 7.597 / 7.751
HOMO level (spin up / spin down), hartree: -0.2074 / -0.2074
Multiplicity: 2
LUMO level (spin up / spin down), eV: 2.0 / 2.1

***

Entry 3:
12 unconnected molecules or ions with the total composition C32H72Br8N8O8 in a non-equilibrium geometry. Source: the OMol25 dataset; level of theory: the ωB97M-V functional and the def2-TZVPD basis.

Positions of all 128 atoms, in Å:
1 Br -5.695 4.250 1.006
2 C -3.824 4.002 1.558
3 C -3.578 2.777 2.437
4 Br -4.376 3.064 4.206
5 H -3.667 4.974 2.027
6 H -3.274 3.942 0.619
7 H -2.497 2.638 2.404
8 H -4.021 1.870 2.025
9 Br 4.428 -3.022 3.606
10 C 4.671 -1.095 4.073
11 C 3.465 -0.411 3.599
12 Br 3.611 1.548 3.920
13 H 5.491 -0.673 3.493
14 H 4.801 -0.909 5.139
15 H 2.537 -0.729 4.074
16 H 3.314 -0.454 2.521
17 Br -4.754 4.488 -2.883
18 C -3.033 5.464 -3.038
19 C -2.014 4.405 -3.199
20 Br -0.180 5.052 -2.949
21 H -2.990 5.911 -2.046
22 H -3.093 6.152 -3.881
23 H -2.193 3.979 -4.187
24 H -2.146 3.681 -2.396
25 Br -0.830 -1.389 -0.377
26 C 0.085 -0.103 0.925
27 C 0.316 1.289 0.394
28 Br -1.281 2.148 -0.336
29 H 1.000 -0.619 1.215
30 H -0.447 -0.076 1.876
31 H 0.955 1.157 -0.479
32 H 0.887 1.906 1.088
33 C 2.315 0.500 -4.032
34 O 1.942 -0.068 -3.056
35 N 2.787 1.752 -3.982
36 C 3.067 2.381 -5.256
37 C 2.862 2.702 -2.856
38 H 2.297 0.123 -5.066
39 H 2.956 1.744 -6.134
40 H 3.996 2.914 -5.458
41 H 2.317 3.173 -5.253
42 H 3.688 3.411 -2.803
43 H 1.919 3.231 -2.714
44 H 2.963 2.044 -1.993
45 C 0.549 -3.258 4.295
46 O 0.341 -2.122 3.851
47 N 1.302 -3.581 5.287
48 C 1.515 -5.036 5.480
49 C 1.741 -2.695 6.328
50 H 0.222 -4.062 3.617
51 H 2.550 -5.352 5.355
52 H 0.981 -5.549 4.680
53 H 1.150 -5.328 6.465
54 H 1.174 -2.688 7.259
55 H 2.795 -2.760 6.598
56 H 1.712 -1.647 6.031
57 C -0.694 5.536 1.004
58 O -0.965 5.956 -0.151
59 N 0.543 5.340 1.429
60 C 0.972 4.820 2.762
61 C 1.713 5.614 0.586
62 H -1.404 5.292 1.810
63 H 1.343 5.632 3.387
64 H 1.888 4.233 2.687
65 H 0.094 4.372 3.227
66 H 2.534 6.257 0.901
67 H 2.050 4.594 0.402
68 H 1.488 6.092 -0.367
69 C -3.358 -3.004 -2.307
70 O -2.791 -4.104 -2.277
71 N -4.253 -2.674 -3.269
72 C -4.512 -3.482 -4.505
73 C -4.872 -1.461 -3.151
74 H -3.283 -2.180 -1.581
75 H -4.300 -4.545 -4.386
76 H -3.929 -3.149 -5.364
77 H -5.529 -3.317 -4.861
78 H -4.432 -0.928 -3.994
79 H -5.957 -1.545 -3.221
80 H -4.534 -0.871 -2.300
81 C -4.208 -2.705 4.647
82 O -4.528 -3.854 4.502
83 N -3.232 -2.061 3.949
84 C -2.688 -0.795 4.335
85 C -2.777 -2.512 2.597
86 H -4.716 -2.051 5.372
87 H -1.729 -0.718 4.848
88 H -3.257 -0.362 5.157
89 H -2.662 -0.066 3.525
90 H -3.410 -1.970 1.895
91 H -1.720 -2.259 2.523
92 H -2.855 -3.596 2.508
93 C 5.731 -1.940 0.110
94 O 6.130 -1.427 1.168
95 N 4.965 -1.357 -0.828
96 C 4.841 -1.996 -2.108
97 C 4.394 0.008 -0.698
98 H 5.915 -2.989 -0.171
99 H 4.561 -3.044 -2.001
100 H 5.791 -1.892 -2.633
101 H 4.026 -1.581 -2.701
102 H 4.616 0.567 0.211
103 H 4.744 0.656 -1.502
104 H 3.312 -0.055 -0.814
105 C -0.736 1.397 -5.769
106 O -0.661 1.067 -6.961
107 N -1.810 1.179 -4.973
108 C -1.739 1.120 -3.527
109 C -3.000 0.518 -5.505
110 H 0.191 1.769 -5.304
111 H -0.911 1.702 -3.123
112 H -1.636 0.111 -3.128
113 H -2.683 1.570 -3.220
114 H -3.155 0.721 -6.565
115 H -3.052 -0.539 -5.242
116 H -3.797 0.993 -4.934
117 C -0.236 -4.969 0.786
118 O -0.539 -5.404 1.914
119 N 0.938 -4.384 0.439
120 C 1.208 -3.700 -0.864
121 C 1.994 -4.374 1.379
122 H -0.885 -4.906 -0.101
123 H 0.367 -3.623 -1.553
124 H 2.103 -4.087 -1.352
125 H 1.356 -2.636 -0.679
126 H 1.757 -4.906 2.300
127 H 2.885 -4.813 0.931
128 H 2.177 -3.328 1.624

⟨S²⟩: 0.7697
Net charge: +1
Frontier orbital gap (spin up / spin down), eV: 8.023 / 3.146
HOMO level (spin up / spin down), hartree: -0.4064 / -0.4064
Multiplicity: 2
LUMO level (spin up / spin down), eV: -3.0 / -7.9